[1]
{"formula": "C4H9O2S", "method": "wB97M-V/def2-TZVPD", "species": ["O", "C", "O", "H", "C", "C", "S", "C", "H", "H", "H", "H", "H", "H", "H", "H"], "xyz": [[0.807, -2.496, 0.731], [0.548, -1.925, 1.807], [0.695, -0.719, 2.110], [0.130, -2.576, 2.621], [-0.007, -0.544, -2.176], [-0.194, 0.016, -0.777], [-0.304, 1.834, -0.878], [-0.337, 2.204, 0.901], [0.163, -1.617, -2.144], [0.834, -0.059, -2.673], [-0.908, -0.373, -2.779], [0.666, -0.223, -0.163], [-1.089, -0.369, -0.293], [-1.358, 2.420, 1.211], [0.067, 1.346, 1.438], [0.286, 3.082, 1.063]], "mulliken_charge": [-0.644, -0.095, -0.655, 0.391, -1.267, -0.149, -0.205, -0.516, 0.329, 0.343, 0.302, 0.232, 0.330, 0.216, 0.104, 0.284], "max_force_ha_per_bohr": 0.0111, "multiplicity": 1, "charge": -1, "relative_energy_kcal_mol": 9.24, "orbital_gap_ev": 7.67, "e_homo_ha": -0.156}

[2]
{"formula": "C4H9O2S", "method": "wB97M-V/def2-TZVPD", "species": ["C", "C", "C", "S", "C", "O", "O", "H", "H", "H", "H", "H", "H", "H", "H", "H"], "xyz": [[-0.778, -1.921, 0.701], [0.503, -1.135, 0.383], [0.380, 0.364, 0.504], [-0.613, 0.984, -0.780], [0.324, 2.521, -1.254], [-1.941, 1.527, -0.434], [-0.576, 0.183, -2.010], [-1.568, -1.584, 0.034], [-0.639, -2.999, 0.572], [-1.093, -1.733, 1.729], [1.309, -1.486, 1.045], [0.794, -1.353, -0.647], [-0.149, 0.650, 1.420], [-0.224, 3.041, -2.030], [0.415, 3.134, -0.367], [1.297, 2.205, -1.606]], "mulliken_charge": [-1.068, -0.394, -0.692, 0.974, -0.961, -0.701, -0.690, 0.300, 0.352, 0.266, 0.319, 0.272, 0.142, 0.305, 0.299, 0.278], "max_force_ha_per_bohr": 0.0411, "multiplicity": 1, "charge": -1, "relative_energy_kcal_mol": 58.71, "orbital_gap_ev": 6.81, "e_homo_ha": -0.105}

[3]
{"formula": "C4H9O3Sm", "method": "wB97M-V/def2-TZVPD", "species": ["H", "C", "O", "C", "C", "H", "H", "H", "H", "H", "H", "H", "O", "C", "O", "Sm", "H"], "xyz": [[0.492, 0.701, 1.328], [-1.329, -1.842, -0.473], [-0.572, -0.682, -0.791], [-1.061, 0.552, -0.275], [-0.787, 0.742, 1.173], [-0.712, -2.713, -0.723], [-1.582, -1.874, 0.595], [-2.245, -1.845, -1.080], [-2.129, 0.627, -0.522], [-0.166, 1.378, -0.762], [-0.673, 1.830, 1.283], [-1.623, 0.466, 1.827], [1.942, 1.337, -0.873], [2.530, 0.894, 0.209], [3.051, -0.269, 0.127], [1.782, -0.955, -1.838], [3.081, 1.655, 0.794]], "mulliken_charge": [0.056, -0.675, -0.227, -0.311, -0.897, 0.228, 0.289, 0.305, 0.383, 0.197, 0.413, 0.431, -0.689, 0.281, -0.697, 1.491, 0.422], "max_force_ha_per_bohr": 0.1110, "s_squared": 12.01, "multiplicity": 7, "charge": 1, "relative_energy_kcal_mol": 54.09, "orbital_gap_ev": [7.84, 9.32], "e_homo_ha": [-0.457, -0.509]}

[4]
{"formula": "C4H9O4", "method": "wB97M-V/def2-TZVPD", "species": ["O", "C", "O", "C", "C", "C", "O", "H", "H", "H", "H", "H", "H", "H", "H", "H", "O"], "xyz": [[-2.592, -1.174, 1.612], [-1.545, -0.564, 1.385], [-1.072, 0.451, 1.968], [-0.645, -1.092, 0.248], [-0.541, -0.118, -0.912], [0.861, 0.032, -1.525], [1.955, -0.027, -0.605], [0.314, -1.358, 0.658], [-1.064, -2.024, -0.105], [-1.192, -0.298, -1.767], [-0.814, 0.855, -0.542], [1.036, -0.847, -2.176], [0.992, 0.939, -2.129], [1.671, 0.392, 0.228], [1.042, 2.185, 0.705], [0.342, 1.145, 1.608], [1.253, 1.503, 1.351]], "mulliken_charge": [-0.750, 0.448, -0.791, -0.555, -0.559, -0.599, -0.571, 0.345, 0.355, 0.393, 0.289, 0.297, 0.276, 0.419, 0.298, 0.491, -0.784], "max_force_ha_per_bohr": 0.0319, "multiplicity": 1, "charge": -1, "relative_energy_kcal_mol": 11.31, "orbital_gap_ev": 8.45, "e_homo_ha": -0.170}

[5]
{"formula": "C4H9O4", "method": "wB97M-V/def2-TZVPD", "species": ["C", "O", "C", "C", "C", "O", "O", "H", "H", "H", "H", "H", "H", "H", "H", "H", "O"], "xyz": [[-1.144, -0.418, -0.520], [-1.185, -1.624, 0.116], [0.170, 0.076, -0.911], [0.907, 0.624, 0.296], [1.986, 1.618, -0.032], [3.087, 1.421, 0.736], [1.946, 2.536, -0.813], [-1.581, -0.619, -1.461], [-1.896, 0.232, 0.032], [0.181, 0.816, -1.724], [0.687, -0.866, -1.248], [0.255, 1.158, 1.097], [1.484, -0.319, 0.640], [3.878, 1.953, 0.430], [-2.324, -1.736, 0.672], [-3.214, -2.892, 1.392], [-3.235, -1.961, 1.298]], "mulliken_charge": [-0.612, -0.801, -0.503, -0.146, 0.433, -0.462, -0.592, 0.214, 0.311, 0.337, 0.193, 0.263, 0.153, 0.335, 0.527, 0.208, -0.857], "max_force_ha_per_bohr": 0.0673, "multiplicity": 1, "charge": -1, "relative_energy_kcal_mol": 59.04, "orbital_gap_ev": 6.35, "e_homo_ha": -0.126}

[6]
{"formula": "C4H9OS", "method": "wB97M-V/def2-TZVPD", "species": ["O", "C", "C", "C", "C", "S", "H", "H", "H", "H", "H", "H", "H", "H", "H"], "xyz": [[-0.307, -0.427, 3.273], [0.540, -0.684, 2.272], [0.112, 0.034, 0.919], [0.666, -0.819, -0.220], [0.674, 0.134, -1.501], [-0.841, 0.858, -2.224], [0.748, -1.850, 2.111], [1.566, -0.189, 2.342], [-0.968, 0.199, 0.963], [0.526, 1.046, 0.972], [1.679, -1.157, -0.025], [0.068, -1.695, -0.502], [1.217, -0.449, -2.263], [1.311, 1.024, -1.299], [-1.770, 0.080, -1.659]], "mulliken_charge": [-0.874, -0.395, -0.412, -0.535, -0.702, -0.267, 0.096, 0.101, 0.248, 0.277, 0.365, 0.285, 0.378, 0.341, 0.094], "max_force_ha_per_bohr": 0.0711, "multiplicity": 1, "charge": -1, "relative_energy_kcal_mol": 42.81, "orbital_gap_ev": 5.32, "e_homo_ha": -0.081}

[7]
{"formula": "C4H9P", "method": "wB97M-V/def2-TZVPD", "species": ["C", "C", "C", "C", "P", "H", "H", "H", "H", "H", "H", "H", "H", "H"], "xyz": [[0.621, 1.680, -0.525], [1.150, 0.910, 0.670], [-1.014, -1.448, -0.123], [-1.059, -0.931, 1.239], [2.075, 0.531, -0.817], [-0.301, 1.476, -1.056], [0.585, 2.744, -0.645], [1.600, 1.437, 1.428], [-1.947, -1.654, -0.601], [-0.506, -2.338, -0.405], [-0.729, -0.701, -0.905], [-0.224, -1.235, 1.831], [-1.518, -0.029, 1.423], [1.270, -0.442, -1.514]], "mulliken_charge": [-0.495, -0.406, -0.733, -0.743, -0.021, 0.211, 0.310, 0.377, 0.356, 0.347, 0.036, 0.346, 0.407, 0.008], "max_force_ha_per_bohr": 0.0759, "multiplicity": 1, "relative_energy_kcal_mol": 103.55, "orbital_gap_ev": [7.64, 8.99], "e_homo_ha": [-0.297, -0.313]}

[8]
{"formula": "C4H9S", "method": "wB97M-V/def2-TZVPD", "species": ["C", "S", "H", "H", "H", "C", "C", "C", "H", "H", "H", "H", "H", "H"], "xyz": [[-1.165, 0.907, -2.036], [-1.379, 1.170, -0.236], [-0.610, 1.747, -2.462], [-2.129, 0.742, -2.515], [-0.540, 0.034, -2.216], [1.735, -1.402, -0.251], [1.692, -0.902, 1.149], [0.628, -0.954, 1.932], [2.082, -0.655, -0.968], [0.767, -1.773, -0.584], [2.410, -2.262, -0.332], [2.655, -0.633, 1.569], [0.662, -0.446, 2.882], [-0.331, -1.070, 1.442]], "mulliken_charge": [-0.696, -0.741, 0.171, 0.214, 0.107, -1.009, 0.044, -0.647, 0.248, 0.236, 0.331, 0.281, 0.251, 0.211], "max_force_ha_per_bohr": 0.0274, "multiplicity": 1, "charge": -1, "relative_energy_kcal_mol": 20.37, "orbital_gap_ev": 6.09, "e_homo_ha": -0.074}

[9]
{"formula": "C4HAgO2", "method": "wB97M-V/def2-TZVPD", "species": ["O", "C", "C", "H", "C", "C", "O", "Ag"], "xyz": [[-0.501, -0.769, -2.257], [0.094, -0.809, -1.096], [0.472, -1.534, -0.037], [-1.207, -0.107, -2.275], [0.278, 0.174, 1.413], [0.710, 0.035, 0.074], [-0.713, 0.935, 1.704], [0.866, 2.075, 2.474]], "mulliken_charge": [-0.441, 0.570, -0.807, 0.350, 0.551, -0.031, -0.544, 0.352], "max_force_ha_per_bohr": 0.0730, "s_squared": 2.02, "multiplicity": 3, "orbital_gap_ev": [4.41, 5.89], "e_homo_ha": [-0.237, -0.295]}

[10]
{"formula": "C4HBr2ClN2", "method": "wB97M-V/def2-TZVPD", "species": ["C", "C", "C", "C", "N", "N", "Cl", "Br", "Br", "H"], "xyz": [[-0.063, -0.911, -1.356], [-1.616, 0.073, 0.047], [0.885, 0.882, 0.691], [-0.589, -0.823, -0.087], [0.435, -0.723, -2.339], [-2.462, 0.849, 0.184], [1.294, 1.720, -0.847], [2.260, -0.245, 1.371], [-0.230, -2.249, 1.104], [0.087, 1.428, 1.232]], "mulliken_charge": [0.528, 0.454, -0.185, -0.449, -0.368, -0.435, -0.040, 0.028, 0.026, 0.441], "max_force_ha_per_bohr": 0.0951, "multiplicity": 1, "relative_energy_kcal_mol": 28.79, "orbital_gap_ev": [7.65, 7.66], "e_homo_ha": [-0.350, -0.350]}